# 1
DFT (the ωB97M-V functional and the def2-TZVPD basis) results for C5H8ClNSi as an isolated structure at a distorted geometry.

Computed properties:
* LUMO: 0.78 eV
* frontier orbital gap: 8.91 eV
* strongest force on any atom: 4.36 eV/Å
* multiplicity: 1
* charge: 0

```
16
C5H8ClNSi | the Open Molecules 2025 dataset | the ωB97M-V functional and the def2-TZVPD basis
C 2.280 0.011 0.201
C 0.972 -0.433 0.480
C 2.177 0.986 -0.751
C 0.107 0.283 -0.308
C -1.358 0.267 -0.386
N 0.862 1.147 -1.053
Si -2.258 -1.113 0.545
Cl -4.237 -0.804 0.280
H 3.184 -0.357 0.645
H 0.694 -1.191 1.184
H 2.934 1.577 -1.223
H -1.804 1.405 0.335
H -1.723 0.470 -1.389
H 0.499 1.810 -1.716
H -1.993 -1.020 1.978
H -1.942 -2.445 0.032
```


# 2
DFT (the ωB97M-V functional and the def2-TZVPD basis) results for C5H8CsO3 as an isolated structure at a distorted geometry.

Computed properties:
* LUMO (alpha / beta): -1.28 / -1.28 eV
* frontier orbital gap (alpha / beta): 5.48 / 5.76 eV
* strongest force on any atom: 2.79 eV/Å
* multiplicity: 2
* charge: 0
* ⟨S²⟩: 0.762

```
17
C5H8CsO3 | the Open Molecules 2025 dataset | the ωB97M-V functional and the def2-TZVPD basis
C -1.453 -0.384 1.484
C -2.671 0.006 2.127
H -1.603 -1.130 0.692
H -0.710 -0.803 2.178
H -3.596 0.109 1.557
H -2.658 0.434 3.132
O 1.204 -1.026 -3.169
C 1.571 -0.463 -2.109
O 2.745 -0.447 -1.665
Cs 4.663 -2.196 -4.952
O 0.583 0.141 -1.406
C 0.855 0.551 -0.067
C -0.434 0.978 0.576
H 1.582 1.380 -0.079
H 1.318 -0.282 0.485
H -0.252 1.723 1.361
H -1.143 1.408 -0.143
```


# 3
DFT (the ωB97M-V functional and the def2-TZVPD basis) results for C5H8EuLiO4 as an isolated structure at a distorted geometry.

Computed properties:
* LUMO (alpha / beta): -4.30 / -5.50 eV
* frontier orbital gap (alpha / beta): 4.61 / 5.75 eV
* strongest force on any atom: 3.44 eV/Å
* multiplicity: 8
* charge: +1
* ⟨S²⟩: 15.770

```
19
C5H8EuLiO4 | the Open Molecules 2025 dataset | the ωB97M-V functional and the def2-TZVPD basis
C 2.164 1.292 1.269
C 0.751 0.840 1.559
O -0.164 1.724 1.188
Li -0.528 2.159 -0.528
H 2.893 0.682 1.823
H 2.349 1.221 0.186
H 2.266 2.367 1.489
H 0.491 0.456 2.568
H 0.514 -0.420 1.036
O -1.594 -2.302 -0.082
C -1.903 0.708 -1.367
C -0.428 -1.801 -0.156
O -3.117 0.532 -1.237
O -1.340 -0.487 -1.923
C -0.125 -0.952 -1.368
Eu -3.531 -1.945 -1.502
H 0.417 -2.436 0.168
H 0.411 -1.545 -2.123
H 0.475 -0.094 -1.001
```


# 4
DFT (the ωB97M-V functional and the def2-TZVPD basis) results for C5H8F3KO5S2 as an isolated structure at a distorted geometry.

Computed properties:
* LUMO: -0.94 eV
* frontier orbital gap: 8.16 eV
* strongest force on any atom: 3.07 eV/Å
* multiplicity: 1
* charge: 0

```
24
C5H8F3KO5S2 | the Open Molecules 2025 dataset | the ωB97M-V functional and the def2-TZVPD basis
K -1.482 0.361 3.383
C -2.929 2.929 -0.930
F -3.276 1.815 -1.571
F -2.721 4.077 -1.619
F -3.904 3.192 -0.113
S -1.257 2.629 -0.006
O -1.426 1.409 0.786
O -0.269 2.493 -1.061
O -1.079 3.781 0.905
C 1.003 -2.338 -0.986
C 0.431 -0.945 -0.870
C 1.403 -0.214 0.019
S 1.812 -1.348 1.407
O 0.780 -1.161 2.460
O 3.245 -1.237 1.672
C 1.370 -2.844 0.399
H 1.912 -2.239 -1.579
H 0.285 -2.957 -1.524
H -0.507 -1.005 -0.318
H 0.421 -0.356 -1.787
H 1.191 0.743 0.495
H 2.303 -0.050 -0.574
H 0.477 -3.212 0.903
H 2.216 -3.523 0.509
```


# 5
DFT (the ωB97M-V functional and the def2-TZVPD basis) results for one molecule with the formula C5H8F3NO2 at a distorted geometry.

Computed properties:
* LUMO: -0.18 eV
* frontier orbital gap: 8.95 eV
* strongest force on any atom: 5.49 eV/Å
* multiplicity: 1
* charge: 0
* structure (SMILES): C[NH+](C)[C@@H](C(=O)[O-])C(F)(F)F

```
19
C5H8F3NO2 | the Open Molecules 2025 dataset | the ωB97M-V functional and the def2-TZVPD basis
C 1.002 -0.672 -1.129
N 0.712 -0.454 0.247
C 1.734 0.471 0.739
C -0.701 0.081 0.500
C -1.029 1.715 0.083
O -1.787 2.182 0.879
O -0.533 2.087 -0.958
C -1.814 -0.807 -0.078
F -2.958 -0.622 0.547
F -2.036 -0.723 -1.354
F -1.548 -2.168 0.105
H 0.834 0.308 -1.675
H 1.961 -0.764 -1.447
H 0.392 -1.560 -1.517
H 0.932 -1.335 0.805
H 1.737 1.351 0.049
H 1.245 0.835 1.682
H 2.618 -0.007 0.895
H -0.760 0.081 1.628
```


# 6
DFT (the ωB97M-V functional and the def2-TZVPD basis) results for a 2-piece molecular cluster, C5H8F3NO3S2 overall at a distorted geometry.

Computed properties:
* LUMO: -2.40 eV
* frontier orbital gap: 7.49 eV
* strongest force on any atom: 2.26 eV/Å
* multiplicity: 1
* charge: 0

```
22
C5H8F3NO3S2 | the Open Molecules 2025 dataset | the ωB97M-V functional and the def2-TZVPD basis
C 1.523 1.683 -0.105
C 1.110 1.564 -1.520
C 1.462 -1.852 1.091
C 1.750 0.511 0.685
C -3.261 -0.132 -0.272
N 1.416 -0.673 0.295
O -0.812 -0.762 -1.073
O -1.518 -1.609 1.082
O -1.035 0.765 0.768
F -4.003 0.057 0.817
F -3.791 -1.128 -0.976
F -3.318 0.980 -1.010
S 1.697 3.127 0.663
S -1.500 -0.475 0.195
H 0.153 1.035 -1.573
H 1.000 2.546 -1.970
H 1.831 0.977 -2.089
H 1.827 -2.681 0.484
H 2.086 -1.723 1.974
H 0.426 -2.089 1.388
H 2.205 0.634 1.664
H 0.754 -0.756 -0.518
```


# 7
DFT (the ωB97M-V functional and the def2-TZVPD basis) results for C5H8FGdO4 as an isolated structure at a distorted geometry.

Computed properties:
* LUMO (alpha / beta): -4.26 / -5.30 eV
* frontier orbital gap (alpha / beta): 8.66 / 8.25 eV
* strongest force on any atom: 3.48 eV/Å
* multiplicity: 9
* charge: +1
* ⟨S²⟩: 20.029

```
19
C5H8FGdO4 | the Open Molecules 2025 dataset | the ωB97M-V functional and the def2-TZVPD basis
C -0.143 -1.414 1.153
O -1.055 -0.352 1.060
Gd -3.204 0.449 1.885
C 1.070 -1.097 2.012
H -0.650 -2.309 1.553
H 0.179 -1.690 0.131
H 1.760 -1.953 2.024
H 1.615 -0.225 1.624
H 0.766 -0.885 3.048
C -1.145 0.984 -0.393
O -1.138 0.237 -1.555
C 0.020 0.480 -2.282
C 0.931 1.187 -1.289
O 0.015 1.681 -0.320
O -2.214 1.559 -0.069
F -0.295 1.309 -3.339
H 0.398 -0.462 -2.692
H 1.617 0.478 -0.808
H 1.474 2.023 -1.741
```


# 8
DFT (the ωB97M-V functional and the def2-TZVPD basis) results for C5H8FIrO4 as an isolated structure at a distorted geometry.

Computed properties:
* LUMO (alpha / beta): -3.43 / -7.82 eV
* frontier orbital gap (alpha / beta): 9.56 / 7.91 eV
* strongest force on any atom: 5.88 eV/Å
* multiplicity: 6
* charge: +1
* ⟨S²⟩: 8.759

```
19
C5H8FIrO4 | the Open Molecules 2025 dataset | the ωB97M-V functional and the def2-TZVPD basis
C 1.037 -0.819 -0.789
O 0.463 0.382 -1.231
Ir 0.653 1.982 -2.173
C 1.452 -1.755 -1.912
H 1.916 -0.558 -0.176
H 0.298 -1.321 -0.138
H 1.750 -2.729 -1.498
H 0.628 -1.922 -2.619
H 2.316 -1.347 -2.456
C -0.601 1.353 -0.071
O -0.023 1.620 1.162
C -0.735 1.002 2.177
C -1.554 -0.052 1.446
O -1.597 0.448 0.117
O -0.785 2.314 -0.864
F -1.558 1.936 2.780
H -0.046 0.628 2.942
H -1.043 -1.025 1.461
H -2.570 -0.139 1.842
```


# 9
DFT (the ωB97M-V functional and the def2-TZVPD basis) results for one molecule with the formula C5H8FN at a distorted geometry.

Computed properties:
* LUMO: 0.91 eV
* frontier orbital gap: 9.18 eV
* strongest force on any atom: 4.56 eV/Å
* multiplicity: 1
* charge: 0
* structure (SMILES): FC1C[C@H]2N[C@@H]2C1

```
15
C5H8FN | the Open Molecules 2025 dataset | the ωB97M-V functional and the def2-TZVPD basis
F -2.258 0.338 0.062
C -1.072 -0.302 0.403
C -0.581 -0.745 -1.014
C 0.895 -0.443 -0.669
N 2.021 0.528 -0.619
C 0.669 1.015 -0.106
C -0.166 0.634 1.116
H -1.418 -1.226 0.896
H -0.782 -1.815 -1.154
H -1.006 -0.352 -1.912
H 1.055 -1.209 0.181
H 2.658 0.311 0.151
H 0.178 1.696 -0.837
H -0.544 1.549 1.536
H 0.350 0.022 1.965
```


# 10
DFT (the ωB97M-V functional and the def2-TZVPD basis) results for one molecule with the formula C5H8FN at a distorted geometry.

Computed properties:
* LUMO: 0.91 eV
* frontier orbital gap: 10.42 eV
* strongest force on any atom: 10.16 eV/Å
* multiplicity: 1
* charge: 0
* structure (SMILES): C#CC[C@@H](C)NF

```
15
C5H8FN | the Open Molecules 2025 dataset | the ωB97M-V functional and the def2-TZVPD basis
C 1.241 1.299 2.406
C 1.214 0.829 1.274
C 0.893 0.156 -0.145
C -0.414 0.192 -0.475
C -0.610 -0.913 -1.617
N -1.069 -0.394 0.664
F -1.736 0.448 1.611
H 1.684 1.475 3.337
H 1.526 -0.588 -0.309
H 1.286 0.898 -0.810
H -0.679 1.193 -0.968
H -0.368 -1.730 -1.046
H 0.204 -0.812 -2.308
H -1.567 -0.934 -2.042
H -1.604 -1.119 0.429
```


# 11
DFT (the ωB97M-V functional and the def2-TZVPD basis) results for an isolated ion of composition C5H8FN2 and charge +1 at a distorted geometry.

Computed properties:
* LUMO: -4.58 eV
* frontier orbital gap: 8.92 eV
* strongest force on any atom: 8.60 eV/Å
* multiplicity: 1
* charge: +1
* structure (SMILES): C[C@H](F)c1[nH]cc[nH+]1

```
16
C5H8FN2 | the Open Molecules 2025 dataset | the ωB97M-V functional and the def2-TZVPD basis
C -2.119 -0.713 -0.615
C -0.553 -1.088 -1.048
F -0.181 -2.495 -0.708
C 0.405 -0.072 -0.174
N 1.136 1.117 -0.766
C 1.811 1.712 0.451
C 1.417 0.783 1.780
N 0.504 -0.347 1.311
H -2.162 0.374 -0.123
H -2.864 -0.757 -1.532
H -2.397 -1.478 0.247
H -0.412 -0.933 -2.222
H 1.129 1.390 -1.775
H 2.465 2.681 0.412
H 1.759 0.950 2.906
H 0.061 -1.124 1.856
```


# 12
DFT (the ωB97M-V functional and the def2-TZVPD basis) results for a 2-piece molecular cluster, C5H8FNO overall at a distorted geometry.

Computed properties:
* LUMO (alpha / beta): -0.78 / -0.78 eV
* frontier orbital gap (alpha / beta): 8.90 / 8.90 eV
* strongest force on any atom: 4.20 eV/Å
* multiplicity: 1
* charge: 0

```
16
C5H8FNO | the Open Molecules 2025 dataset | the ωB97M-V functional and the def2-TZVPD basis
C 0.111 -2.325 -0.723
C -0.897 2.016 0.306
C 1.932 -0.873 0.229
C -1.508 0.617 0.210
C 0.689 -1.040 -0.566
N -0.361 -3.365 -0.826
O -0.737 -0.367 0.753
F 0.521 -0.204 -1.588
H 0.027 2.063 -0.265
H -1.587 2.756 -0.091
H -0.675 2.247 1.345
H 2.783 -1.275 -0.324
H 1.833 -1.408 1.169
H 2.102 0.183 0.428
H -1.781 0.393 -0.835
H -2.452 0.580 0.779
```